DFT (ωB97M-V/def2-TZVPD) results for a 8-piece molecular cluster, C32H40F24O16 overall at a distorted geometry.

Last columns: bonded neighbours and bond lengths (Å).
Positions of all 112 atoms, in Å:
1 C 6.8608 -5.0199 -9.1025  C2 1.555, H10 1.090, H11 1.090, H12 1.090
2 C 8.0985 -4.3390 -9.7521  C1 1.555, O3 1.405, H13 1.090, H14 1.090
3 O 7.7574 -3.9364 -11.0539  C2 1.405, C4 1.417
4 C 6.9815 -2.7777 -11.3040  O3 1.417, O5 1.273, C6 1.557
5 O 6.4948 -1.9863 -10.4339  C4 1.273
6 C 6.7555 -2.5677 -12.8304  C4 1.557, F7 1.301, F8 1.344, F9 1.314
7 F 7.7659 -3.1150 -13.4413  C6 1.301
8 F 5.6265 -3.1372 -13.2845  C6 1.344
9 F 6.6600 -1.2919 -13.1294  C6 1.314
10 H 7.0692 -5.6506 -8.2383  C1 1.090
11 H 6.5692 -5.7555 -9.8520  C1 1.090
12 H 6.1010 -4.2436 -9.0115  C1 1.090
13 H 8.9775 -4.9744 -9.8602  C2 1.090
14 H 8.4426 -3.5198 -9.1208  C2 1.090
15 C -4.9935 -3.6921 -3.9341  C16 1.598, H24 1.090, H25 1.090, H26 1.090
16 C -4.7500 -3.2974 -2.4044  C15 1.598, O17 1.384, H27 1.090, H28 1.090
17 O -5.9502 -2.9048 -1.8388  C16 1.384, C18 1.369
18 C -5.9231 -2.1090 -0.7250  O17 1.369, O19 1.236, C20 1.534
19 O -4.8560 -1.7297 -0.2308  C18 1.236
20 C -7.2499 -1.5231 -0.2248  C18 1.534, F21 1.342, F22 1.322, F23 1.323
21 F -8.3057 -1.9067 -0.9594  C20 1.342
22 F -7.4136 -1.9172 1.0260  C20 1.322
23 F -7.2058 -0.2013 -0.2449  C20 1.323
24 H -5.6282 -4.5777 -3.9634  C15 1.090
25 H -4.0126 -3.8940 -4.3645  C15 1.090
26 H -5.3422 -2.7947 -4.4452  C15 1.090
27 H -3.9777 -2.5308 -2.3416  C16 1.090
28 H -4.3179 -4.1539 -1.8870  C16 1.090
29 C -0.3898 2.9551 -0.3673  C30 1.503, H38 1.090, H39 1.090, H40 1.090
30 C 0.7304 2.1889 -1.0130  C29 1.503, O31 1.442, H41 1.090, H42 1.090
31 O 1.1938 2.7588 -2.2535  C30 1.442, C32 1.351
32 C 2.2196 2.2576 -2.9753  O31 1.351, O33 1.254, C34 1.523
33 O 2.8807 1.2404 -2.6581  C32 1.254
34 C 2.5607 3.0930 -4.2025  C32 1.523, F35 1.343, F36 1.328, F37 1.314
35 F 1.6048 4.0109 -4.4220  C34 1.343
36 F 3.7332 3.7087 -4.1082  C34 1.328
37 F 2.6910 2.3339 -5.2669  C34 1.314
38 H -0.1360 4.0088 -0.2515  C29 1.090
39 H -0.5049 2.5508 0.6384  C29 1.090
40 H -1.2875 2.8885 -0.9819  C29 1.090
41 H 0.5000 1.1274 -1.1027  C30 1.090
42 H 1.5133 2.3239 -0.2667  C30 1.090
43 C 7.2585 4.7112 -0.3771  C44 1.533, H52 1.090, H53 1.090, H54 1.090
44 C 6.1350 5.2372 0.5228  C43 1.533, O45 1.458, H55 1.090, H56 1.090
45 O 5.3425 6.2529 -0.1602  C44 1.458, C46 1.313
46 C 4.7235 7.1638 0.5539  O45 1.313, O47 1.281, C48 1.568
47 O 4.9130 7.3574 1.8057  C46 1.281
48 C 3.8060 8.1677 -0.2263  C46 1.568, F49 1.323, F50 1.318, F51 1.373
49 F 3.5807 7.7327 -1.4557  C48 1.323
50 F 2.6490 8.1717 0.4055  C48 1.318
51 F 4.4093 9.4006 -0.1992  C48 1.373
52 H 7.8518 3.9820 0.1747  C43 1.090
53 H 7.8709 5.5022 -0.8098  C43 1.090
54 H 6.8841 4.1310 -1.2205  C43 1.090
55 H 6.6441 5.7267 1.3530  C44 1.090
56 H 5.5074 4.4224 0.8837  C44 1.090
57 C -2.4662 -7.2341 2.6688  C58 1.505, H66 1.090, H67 1.090, H68 1.090
58 C -1.0950 -6.7990 3.1107  C57 1.505, O59 1.439, H69 1.090, H70 1.090
59 O -0.3185 -6.1035 2.1185  C58 1.439, C60 1.326
60 C 0.9251 -5.7450 2.4046  O59 1.326, O61 1.201, C62 1.546
61 O 1.5225 -6.1402 3.3689  C60 1.201
62 C 1.6285 -4.8794 1.3342  C60 1.546, F63 1.365, F64 1.335, F65 1.326
63 F 1.9900 -3.7107 1.9393  C62 1.365
64 F 2.7504 -5.4259 0.8599  C62 1.335
65 F 0.9009 -4.5801 0.2674  C62 1.326
66 H -2.3966 -7.8528 1.7742  C57 1.090
67 H -3.0861 -6.3748 2.4127  C57 1.090
68 H -2.9018 -7.8751 3.4353  C57 1.090
69 H -0.4689 -7.6478 3.3859  C58 1.090
70 H -1.1388 -6.1395 3.9774  C58 1.090
71 C 3.8639 1.1479 11.9026  C72 1.564, H80 1.090, H81 1.090, H82 1.090
72 C 3.2493 0.6737 10.5449  C71 1.564, O73 1.426, H83 1.090, H84 1.090
73 O 3.5165 1.7442 9.6416  C72 1.426, C74 1.427
74 C 2.6335 1.9691 8.5429  O73 1.427, O75 1.219, C76 1.524
75 O 1.7601 1.1829 8.2200  C74 1.219
76 C 2.8830 3.2561 7.7659  C74 1.524, F77 1.339, F78 1.317, F79 1.287
77 F 3.9496 3.9498 8.1836  C76 1.339
78 F 3.1623 2.9663 6.5118  C76 1.317
79 F 1.8510 4.0232 7.8199  C76 1.287
80 H 3.9152 0.3462 12.6393  C71 1.090
81 H 3.2214 1.8894 12.3773  C71 1.090
82 H 4.8189 1.6326 11.6998  C71 1.090
83 H 2.1870 0.4772 10.6901  C72 1.090
84 H 3.8302 -0.1605 10.1516  C72 1.090
85 C -5.5796 -0.7600 7.2206  C86 1.556, H94 1.090, H95 1.090, H96 1.090
86 C -5.1349 -2.1992 7.6098  C85 1.556, O87 1.439, H97 1.090, H98 1.090
87 O -6.2848 -3.0447 7.4275  C86 1.439, C88 1.277
88 C -6.2509 -4.2944 7.6883  O87 1.277, O89 1.292, C90 1.543
89 O -5.1741 -4.9495 7.9728  C88 1.292
90 C -7.5917 -5.0235 7.4589  C88 1.543, F91 1.358, F92 1.368, F93 1.318
91 F -7.6388 -5.5940 6.2276  C90 1.358
92 F -7.7747 -6.0110 8.3883  C90 1.368
93 F -8.6569 -4.2488 7.4958  C90 1.318
94 H -5.9916 -0.7018 6.2131  C85 1.090
95 H -4.6413 -0.2074 7.1715  C85 1.090
96 H -6.2872 -0.2163 7.8465  C85 1.090
97 H -4.9196 -2.3001 8.6736  C86 1.090
98 H -4.3631 -2.6902 7.0171  C86 1.090
99 C -4.1978 3.1470 -5.7381  C100 1.521, H108 1.090, H109 1.090, H110 1.090
100 C -5.5661 3.8085 -5.7933  C99 1.521, O101 1.397, H111 1.090, H112 1.090
101 O -5.3513 5.1177 -5.3553  C100 1.397, C102 1.347
102 C -5.4198 5.5502 -4.0818  O101 1.347, O103 1.264, C104 1.528
103 O -5.8323 4.8637 -3.1045  C102 1.264
104 C -4.9796 7.0093 -3.9669  C102 1.528, F105 1.357, F106 1.307, F107 1.319
105 F -5.8095 7.7774 -4.7170  C104 1.357
106 F -4.9652 7.3221 -2.6980  C104 1.307
107 F -3.7565 7.2277 -4.4104  C104 1.319
108 H -4.2920 2.1575 -6.1854  C99 1.090
109 H -3.7439 3.1149 -4.7477  C99 1.090
110 H -3.4796 3.6677 -6.3715  C99 1.090
111 H -6.2873 3.2382 -5.2079  C100 1.090
112 H -5.8368 3.7902 -6.8490  C100 1.090

Properties
Spin multiplicity   1
Kohn-Sham gap   10.993 eV
E_tot   -4843.9583 Ha
Lowest unoccupied orbital energy   0.0739 eV
Largest force on an atom   0.128 Eh/bohr
SMILES string   CCOC(=O)C(F)(F)F.CCOC(=O)C(F)(F)F.CCOC(=O)C(F)(F)F.CCOC(=O)C(F)(F)F.CCOC(=O)C(F)(F)F.CCOC(=O)C(F)(F)F.CCOC(=O)C(F)(F)F.CCOC(=O)C(F)(F)F

Here are the Löwdin charges for atoms 1 to 99, given in e:
1 C -0.046
2 C -0.231
3 O -0.023
4 C -0.218
5 O 0.102
6 C -0.604
7 F 0.196
8 F 0.163
9 F 0.192
10 H 0.077
11 H 0.075
12 H 0.074
13 H 0.123
14 H 0.120
15 C -0.035
16 C -0.232
17 O 0.014
18 C -0.295
19 O 0.129
20 C -0.575
21 F 0.164
22 F 0.184
23 F 0.189
24 H 0.073
25 H 0.069
26 H 0.072
27 H 0.119
28 H 0.124
29 C -0.069
30 C -0.212
31 O 0.021
32 C -0.311
33 O 0.118
34 C -0.582
35 F 0.160
36 F 0.178
37 F 0.189
38 H 0.083
39 H 0.088
40 H 0.080
41 H 0.132
42 H 0.125
43 C -0.063
44 C -0.171
45 O 0.035
46 C -0.321
47 O 0.074
48 C -0.542
49 F 0.177
50 F 0.183
51 F 0.144
52 H 0.081
53 H 0.081
54 H 0.072
55 H 0.118
56 H 0.131
57 C -0.058
58 C -0.206
59 O 0.030
60 C -0.388
61 O 0.163
62 C -0.526
63 F 0.137
64 F 0.169
65 F 0.172
66 H 0.080
67 H 0.081
68 H 0.087
69 H 0.127
70 H 0.132
71 C -0.058
72 C -0.206
73 O -0.031
74 C -0.272
75 O 0.152
76 C -0.627
77 F 0.162
78 F 0.187
79 F 0.226
80 H 0.073
81 H 0.071
82 H 0.076
83 H 0.122
84 H 0.125
85 C -0.044
86 C -0.146
87 O 0.028
88 C -0.350
89 O 0.072
90 C -0.514
91 F 0.145
92 F 0.137
93 F 0.178
94 H 0.076
95 H 0.075
96 H 0.079
97 H 0.131
98 H 0.132
99 C -0.066

---

DFT (ωB97M-V/def2-TZVPD) results for a 4-piece molecular cluster, C6H21NO4 overall at a distorted geometry.

Last columns: bonded neighbours and bond lengths (Å).
Positions of all 32 atoms, in Å:
1 C -2.9468 -0.2789 0.6867  N2 1.515, H9 1.127, H10 1.064, H11 1.094
2 N -2.7217 0.2415 -0.7187  C1 1.515, C3 1.538, H12 0.976
3 C -1.2233 0.4686 -0.9786  N2 1.538, C4 1.475, H13 1.134, H14 1.072
4 C -0.7167 -0.4343 -2.0286  C3 1.475, C5 1.546, H15 1.103, H16 1.135
5 C 0.3064 -1.4846 -1.5384  C4 1.546, C6 1.510, H17 1.116, H18 1.184
6 C 1.4307 -0.9073 -0.7118  C5 1.510, C7 1.606, H19 1.076, H20 1.070
7 C 2.2500 0.2222 -1.5075  C6 1.606, O8 1.427, H21 1.160, H22 1.184
8 O 2.1258 0.1573 -2.9277  C7 1.427, H23 0.877
9 H -2.0404 -0.8098 1.0950  C1 1.127
10 H -3.3702 0.4714 1.3108  C1 1.064
11 H -3.7349 -1.0370 0.7214  C1 1.094
12 H -3.2616 -0.3197 -1.3078  N2 0.976
13 H -0.6415 0.4024 -0.0071  C3 1.134
14 H -1.3320 1.4767 -1.3278  C3 1.072
15 H -1.5410 -1.0347 -2.4491  C4 1.103
16 H -0.3368 0.2103 -2.8814  C4 1.135
17 H 0.6754 -2.2733 -2.2359  C5 1.116
18 H -0.3115 -2.0684 -0.7139  C5 1.184
19 H 0.9852 -0.3874 0.1187  C6 1.076
20 H 2.0505 -1.7752 -0.6245  C6 1.070
21 H 3.3925 0.1724 -1.3124  C7 1.160
22 H 1.7697 1.2366 -1.1318  C7 1.184
23 H 2.4921 -0.4578 -3.4347  O8 0.877
24 O 0.2063 -1.5053 2.2132  H25 0.962, H26 0.877
25 H 0.7373 -1.8741 1.5007  O24 0.962
26 H 0.5889 -1.6622 2.9865  O24 0.877
27 O -0.1668 2.9093 2.6758  H28 1.055, H29 0.972
28 H -0.0220 2.4562 1.7337  O27 1.055
29 H 0.2348 2.2436 3.2585  O27 0.972
30 O 1.0980 0.6244 3.0101  H31 0.924, H32 0.912
31 H 1.0042 0.4726 3.9164  O30 0.924
32 H 1.0053 -0.1340 2.5128  O30 0.912

Properties
Spin multiplicity   1
Kohn-Sham gap   8.566 eV
E_tot   -596.7665 Ha
Lowest unoccupied orbital energy   0.1721 eV
Largest force on an atom   0.137 Eh/bohr
SMILES string   CNCCCCCO.O.O.O

natural (NBO) atomic charges, in units of e:
1 C -0.431
2 N -0.649
3 C -0.237
4 C -0.445
5 C -0.374
6 C -0.480
7 C -0.061
8 O -0.747
9 H 0.186
10 H 0.194
11 H 0.183
12 H 0.358
13 H 0.183
14 H 0.216
15 H 0.211
16 H 0.231
17 H 0.215
18 H 0.185
19 H 0.207
20 H 0.212
21 H 0.178
22 H 0.187
23 H 0.473
24 O -0.910
25 H 0.489
26 H 0.465
27 O -0.953
28 H 0.463
29 H 0.479
30 O -0.967
31 H 0.465
32 H 0.474